1.
{"formula": "H12Na6O10S", "method": "ωB97M-V/def2-TZVPD", "symbols": ["H", "H", "Na", "H", "Na", "O", "O", "O", "H", "H", "O", "O", "H", "O", "H", "Na", "O", "O", "H", "Na", "Na", "H", "H", "S", "O", "H", "Na", "O", "H"], "xyz": [[8.90049, -14.79221, 13.74406], [9.53342, -18.94871, 18.38486], [6.16995, -18.32010, 13.49778], [11.27890, -16.34668, 17.68957], [5.25527, -16.32362, 15.96812], [8.64602, -17.97446, 17.42156], [8.32099, -15.76300, 16.75021], [10.00526, -19.16435, 19.18928], [9.22523, -18.46681, 12.50905], [9.41684, -19.75282, 19.66224], [7.26589, -17.54968, 15.54278], [9.71738, -14.63102, 14.21622], [9.78361, -15.35736, 14.83612], [12.03824, -18.07439, 17.32411], [11.41092, -18.36069, 17.98800], [11.39785, -16.73321, 13.39851], [9.60449, -17.17758, 15.40830], [11.09866, -19.02411, 14.78989], [10.38543, -18.46042, 15.08954], [8.68201, -16.50707, 19.29379], [6.54135, -19.30551, 17.54841], [8.64106, -17.41616, 13.42926], [10.18623, -15.33809, 17.40545], [8.45796, -17.13457, 16.28251], [9.09331, -17.52241, 12.59235], [11.83811, -18.61138, 16.55741], [7.05317, -13.86773, 17.25175], [10.87421, -15.55136, 18.03588], [10.70344, -19.57064, 14.11067]], "forces_ev_per_a": [[-0.148, 0.189, -0.461], [0.324, -0.392, -0.103], [0.271, -0.407, -0.855], [0.995, -0.825, -0.347], [-0.325, 0.193, -0.151], [-1.627, -1.700, 1.708], [-2.316, 2.046, 0.868], [-0.315, 0.503, 0.360], [0.217, -0.510, -0.446], [0.328, -0.583, 0.551], [-3.819, -0.853, -1.277], [0.300, 0.030, -0.118], [-0.010, -0.057, 0.372], [-0.397, 0.894, -0.029], [0.323, -0.550, 0.596], [0.367, 0.076, -0.124], [-0.539, 0.509, -0.472], [0.557, -0.191, -0.773], [-0.108, -0.011, 0.268], [1.493, -0.088, 0.516], [0.505, -0.725, 0.281], [0.352, 0.181, 0.541], [0.321, 0.357, -0.364], [3.325, 1.473, -0.899], [-0.323, 0.223, -0.103], [0.346, -0.450, -0.309], [0.821, 1.024, 0.047], [-1.284, 0.388, 0.851], [0.367, -0.744, -0.125]], "nbo_charge": [0.46, 0.46, 0.99, 0.51, 0.99, -1.12, -1.16, -0.95, 0.49, 0.49, -1.24, -0.92, 0.46, -0.94, 0.47, 0.99, -1.05, -0.97, 0.46, 0.97, 0.99, 0.45, 0.44, 2.68, -0.94, 0.49, 1.00, -0.96, 0.48], "de_lowest_ev": 1.113, "lumo_ev": -15.212, "gap_ev": 5.88, "total_charge": 4, "multiplicity": 1, "total_energy_ha": -2130.34026, "homo_energy_ev": -21.09}


2.
{"formula": "H12NaO6", "method": "ωB97M-V/def2-TZVPD", "symbols": ["H", "H", "H", "Na", "O", "H", "O", "H", "H", "O", "H", "H", "H", "H", "O", "O", "O", "H", "H"], "xyz": [[0.37942, -2.11159, -1.21923], [0.76288, -0.11705, -2.00068], [-1.83879, -1.90943, 0.59180], [-0.11051, -0.01165, 0.15075], [0.22757, 0.50454, -1.50742], [-1.44189, 1.43941, -1.14232], [-0.54626, 0.27187, 1.99987], [-1.12852, -1.76207, -0.73700], [2.16459, 1.10642, 0.11771], [-0.98921, -1.69318, 0.20750], [0.14934, 0.34793, 2.65302], [0.70880, 1.33030, -1.56006], [1.08132, 1.51250, 1.09418], [-1.18918, -0.31294, 2.40097], [0.72164, -1.40277, -0.67454], [-1.29232, 1.48173, -0.19783], [1.28955, 0.86457, 0.42109], [1.63016, -1.64986, -0.50205], [-0.57851, 2.11125, -0.09585]], "forces_ev_per_a": [[0.678, -0.663, -0.013], [0.124, 0.139, -0.423], [-0.737, -0.269, 0.124], [-6.291, -2.807, 3.401], [1.046, 2.416, -8.156], [-0.296, 0.231, -0.213], [-0.340, 0.343, 2.709], [-0.979, -0.209, 0.106], [0.538, 0.196, 0.146], [-5.095, -2.918, 1.805], [0.086, -0.098, 0.525], [-0.131, 0.340, -0.566], [0.314, 0.345, 0.587], [-0.325, 0.020, 0.276], [6.320, -4.432, -3.084], [-2.761, 2.508, 0.438], [7.605, 4.588, 2.361], [0.554, -0.309, -0.055], [-0.312, 0.579, 0.032]], "nbo_charge": [0.48, 0.50, 0.48, 0.86, -0.97, 0.49, -0.96, 0.46, 0.50, -0.93, 0.49, 0.48, 0.49, 0.50, -0.95, -0.93, -0.96, 0.50, 0.46], "de_lowest_ev": 8.819, "lumo_ev": -3.571, "gap_ev": 11.19, "total_charge": 1, "multiplicity": 1, "total_energy_ha": -620.49427, "homo_energy_ev": -14.76}


3.
{"formula": "H12O5S2", "method": "ωB97M-V/def2-TZVPD", "symbols": ["H", "H", "H", "S", "H", "H", "H", "H", "O", "O", "H", "O", "H", "S", "H", "O", "O", "H", "H"], "xyz": [[0.45353, 2.82774, 2.70014], [4.21633, 1.85255, -3.63235], [0.41211, -0.15132, -1.88626], [0.36392, -4.76278, -0.42962], [0.50568, -6.03322, -0.36214], [-0.40336, 0.95765, -2.32501], [-3.13556, 0.64707, 4.09097], [-0.10323, 0.46941, 1.34759], [-3.25280, 0.85787, 3.11082], [-0.92153, 0.50644, 0.93961], [-2.20965, -4.10074, -0.60673], [0.77193, 3.22457, 1.84837], [-4.03529, 1.38503, 2.98090], [-1.70795, -4.93445, 0.21125], [5.45624, 1.42232, -4.00828], [0.43864, 0.48163, -2.60676], [4.76779, 2.02181, -4.43463], [-1.45560, 0.00588, 1.51354], [-0.16119, 3.32254, 1.54860]], "forces_ev_per_a": [[1.343, 0.315, -0.489], [-0.722, 0.957, -1.103], [0.577, -0.561, 0.123], [-1.568, 1.701, 0.388], [0.312, -1.813, -0.097], [1.548, -0.374, -0.976], [-0.647, 0.675, -2.089], [2.821, 0.150, 1.002], [1.108, -0.948, 1.770], [-1.281, 0.841, -2.150], [-0.684, 1.353, -1.599], [-2.311, -0.688, 1.331], [-0.412, 0.212, 0.333], [1.940, -1.227, 1.311], [-0.161, 1.066, -1.738], [-2.126, 0.945, 0.932], [0.860, -2.022, 2.834], [-1.550, -0.876, 1.054], [0.955, 0.295, -0.837]], "nbo_charge": [0.46, 0.46, 0.46, -0.11, 0.12, 0.47, 0.48, 0.46, -0.96, -0.94, 0.12, -0.92, 0.48, -0.12, 0.45, -0.93, -0.92, 0.47, 0.47], "de_lowest_ev": 2.049, "lumo_ev": -0.165, "gap_ev": 8.98, "multiplicity": 1, "total_energy_ha": -1179.70201, "homo_energy_ev": -9.15}


4.
{"formula": "H12O6", "method": "ωB97M-V/def2-TZVPD", "symbols": ["H", "H", "H", "O", "H", "H", "H", "H", "H", "H", "O", "O", "H", "O", "O", "H", "O", "H"], "xyz": [[-1.52925, 2.67020, 0.25027], [-1.34779, -0.87352, -2.88514], [1.31189, -3.87649, 0.78508], [0.27125, 2.81236, -1.72994], [-0.48499, 3.76407, 0.09855], [2.32245, -2.74426, 0.70245], [-2.28764, -1.43803, -1.83250], [3.19944, -0.27982, 2.38565], [-2.19163, -0.75818, 0.27618], [0.75927, 3.48606, -1.24316], [-2.12870, -0.65108, -2.36583], [-0.60972, 2.81349, -0.00061], [2.01606, -0.69752, 1.52822], [2.85740, -1.01949, 1.87097], [-1.80476, -0.96817, 1.13363], [0.46345, 1.99530, -1.25616], [1.44650, -2.95768, 1.04324], [-2.48697, -1.48325, 1.57890]], "forces_ev_per_a": [[-0.081, -0.040, 0.420], [-0.029, 0.104, 0.037], [-0.113, 0.109, 0.024], [3.452, -0.052, -5.222], [-0.323, -0.181, 0.135], [0.040, 0.063, 0.252], [0.021, -0.037, -0.167], [0.068, -0.103, -0.085], [0.122, 0.172, 0.022], [0.174, -0.395, -0.572], [0.000, -0.147, 0.166], [-3.152, 0.235, 5.632], [-0.127, -0.175, 0.099], [0.255, 0.612, 0.109], [-0.235, -0.078, -0.099], [-0.057, 0.415, -0.397], [-0.132, -0.539, -0.406], [0.118, 0.037, 0.050]], "nbo_charge": [0.47, 0.48, 0.46, -0.91, 0.46, 0.48, 0.46, 0.47, 0.47, 0.44, -0.94, -0.94, 0.48, -0.95, -0.93, 0.48, -0.94, 0.47], "de_lowest_ev": 3.863, "lumo_ev": 0.403, "gap_ev": 9.14, "multiplicity": 1, "total_energy_ha": -458.53051, "homo_energy_ev": -8.74}


5.
{"formula": "H12O6", "method": "ωB97M-V/def2-TZVPD", "symbols": ["H", "O", "H", "H", "H", "H", "H", "H", "H", "H", "O", "O", "H", "O", "H", "O", "O", "H"], "xyz": [[2.26806, 1.51628, 2.63183], [-0.46394, -1.94372, -2.41417], [1.04306, -2.50772, -1.25317], [-0.49694, 0.35428, 0.64583], [-0.59094, 0.88028, -1.92717], [0.86806, -1.63572, -0.18417], [-0.70594, 2.74128, 0.20983], [-1.48294, 0.30028, -0.89017], [0.58906, -0.36672, 1.34183], [-0.78794, -1.07472, -2.13517], [-1.46194, 0.42728, -1.84217], [2.19406, 0.68628, 3.16983], [2.00506, 1.00328, 4.03783], [-0.15094, -0.57472, 0.74983], [-2.07494, 2.44528, 0.65983], [1.57306, -2.08172, -0.58617], [-1.18394, 2.16228, 0.80683], [-1.13994, -2.33172, -3.02117]], "forces_ev_per_a": [[-0.011, -1.180, 0.717], [-0.574, -1.284, -1.048], [0.116, -0.568, -0.947], [0.143, -1.146, 0.326], [-0.822, -0.342, -0.300], [-1.337, 1.372, 1.360], [0.417, 0.134, -0.067], [-0.446, -0.189, 0.222], [0.078, -0.513, 0.177], [-0.338, -0.152, -0.307], [1.062, 1.082, 0.098], [0.201, 0.925, -1.864], [-0.251, 0.248, 1.046], [-0.453, 2.109, 0.375], [-1.118, 0.034, 0.098], [1.764, -1.089, -0.660], [0.735, -0.119, -0.098], [0.834, 0.679, 0.871]], "nbo_charge": [0.47, -0.99, 0.48, 0.48, 0.48, 0.47, 0.48, 0.48, 0.50, 0.49, -0.92, -0.94, 0.47, -0.97, 0.49, -0.97, -0.94, 0.47], "de_lowest_ev": 1.601, "lumo_ev": -0.136, "gap_ev": 9.69, "multiplicity": 1, "total_energy_ha": -458.61365, "homo_energy_ev": -9.82}


6.
{"formula": "H12O6", "method": "ωB97M-V/def2-TZVPD", "symbols": ["H", "H", "H", "H", "H", "O", "O", "H", "H", "H", "O", "O", "H", "O", "O", "H", "H", "H"], "xyz": [[-5.80372, 0.18687, -0.27213], [-2.87035, -0.79592, -3.34225], [1.93658, -2.19225, 2.18523], [-5.78554, -1.15502, -1.07840], [0.83983, -0.91567, -2.08987], [8.99794, -5.45686, 0.32340], [-5.31248, -0.39363, -0.79280], [2.21590, -0.83527, 2.47823], [8.77801, -4.55423, -0.08892], [8.87723, -6.18382, -0.22064], [0.37703, -0.11474, -1.80145], [2.22815, -1.64505, 2.88755], [-0.59786, -0.20435, -2.07100], [-2.44114, -0.66560, -2.55709], [-3.60442, 8.34811, 2.27498], [-3.58039, 7.42905, 2.17220], [-2.88818, 8.83736, 1.74586], [-3.08212, -0.19467, -2.09507]], "forces_ev_per_a": [[-1.610, 1.008, 1.181], [-1.262, -0.811, -3.520], [-0.455, -1.297, -0.845], [-0.929, -0.570, 0.037], [-0.501, 0.293, 0.021], [0.188, 4.273, 1.649], [2.638, -0.414, -1.294], [0.106, 3.407, -1.164], [0.398, -2.718, 0.475], [-0.585, -1.555, -2.123], [-1.531, -0.164, -0.426], [0.336, -2.099, 1.994], [2.023, -0.178, 0.374], [2.881, -0.542, 1.656], [1.049, 3.717, -0.515], [0.589, -1.916, -0.637], [-1.637, -1.802, 1.151], [-1.696, 1.368, 1.987]], "nbo_charge": [0.48, 0.47, 0.46, 0.48, 0.46, -0.96, -0.96, 0.46, 0.48, 0.47, -0.98, -0.92, 0.50, -0.94, -0.95, 0.47, 0.48, 0.48], "de_lowest_ev": 2.388, "lumo_ev": 0.483, "gap_ev": 11.32, "multiplicity": 1, "total_energy_ha": -458.58471, "homo_energy_ev": -10.84}